C47H87ClI2N2O13PS | the ωB97M-V functional and the def2-TZVPD basis

```
154
Properties=species:S:1:pos:R:3:forces:R:3
C -1.556 1.442 -3.079 0.882 0.685 0.301
C -0.404 1.120 -2.010 1.165 0.753 -2.637
O -0.885 0.651 -0.713 -2.843 -2.397 -1.269
C -1.936 -0.279 -0.818 -0.032 0.526 -0.004
N -1.977 -1.473 -1.430 0.201 2.049 1.749
C -0.847 -2.122 -2.195 1.368 1.160 -0.279
C 0.419 -2.152 -1.204 0.496 -0.641 0.077
C 1.388 -3.423 -1.393 0.287 0.145 0.343
C 2.357 -3.452 -0.091 0.371 0.194 -0.539
C 3.358 -2.181 -0.034 -0.201 -0.079 -0.077
C 2.868 -1.050 1.036 1.225 -0.575 -0.517
C 3.653 0.354 0.802 0.554 -1.299 -0.924
C 3.105 1.097 -0.511 -1.048 0.103 0.213
C 3.165 2.705 -0.462 0.633 -0.712 -1.354
C 4.367 3.317 0.413 -1.001 1.412 -0.485
C 3.745 4.065 1.701 0.896 0.359 0.274
C 4.257 3.504 3.114 -0.732 1.749 0.704
N 3.273 2.561 3.753 -1.834 -3.262 1.740
C 3.683 1.364 4.459 -2.669 -0.418 0.334
C 2.482 0.574 5.011 0.772 4.218 -2.483
C 1.237 1.424 4.594 4.764 1.444 -1.222
C 1.833 2.630 3.839 -0.455 -2.387 1.218
C -3.349 -2.031 -1.192 -2.833 -0.254 -2.400
C -3.657 -3.575 -1.508 -0.382 -0.574 1.445
C -4.714 -3.802 -2.685 -0.765 -0.387 -3.615
O -4.502 -3.635 -3.903 0.117 -0.288 4.553
O -6.023 -4.280 -2.315 2.566 -0.037 0.343
C -4.063 -1.362 0.119 2.100 -1.142 -2.169
C -3.717 -2.170 1.480 0.482 0.353 0.824
C -4.958 -2.327 2.475 -3.048 -2.449 0.142
O -5.871 -3.168 2.379 4.125 3.282 -0.039
Cl -5.043 -1.198 3.941 0.540 -0.851 -1.607
P -5.899 -1.482 -0.368 -1.741 0.580 0.835
S -7.062 -0.258 0.606 0.451 -0.233 -0.027
C -3.308 0.083 -0.045 0.382 -0.558 1.891
C -4.168 1.332 -0.517 -0.173 2.712 1.791
I -5.128 1.463 -2.500 0.801 -0.790 1.203
C -4.405 2.459 0.346 1.178 -2.285 -1.020
C -3.824 2.567 1.842 -1.022 -1.084 -0.157
I -5.646 4.138 -0.315 1.018 -1.212 0.844
H -2.122 0.525 -3.454 0.591 1.257 0.745
H -2.223 2.249 -2.615 0.686 -1.376 -0.877
H -1.042 1.906 -4.007 -0.738 -0.738 1.560
H 0.334 0.375 -2.491 -1.083 0.958 1.051
H 0.205 2.087 -1.847 -1.152 -1.670 0.239
H -0.611 -1.405 -3.072 -0.533 -1.301 1.249
H -1.124 -3.132 -2.642 0.085 1.429 0.961
H 1.091 -1.217 -1.302 -1.346 -1.390 0.025
H 0.023 -2.147 -0.123 0.567 -0.143 -1.599
H 0.812 -4.419 -1.512 0.728 1.634 0.412
H 2.023 -3.324 -2.354 -0.966 -0.010 1.523
H 1.695 -3.385 0.838 0.895 -0.526 -1.130
H 2.998 -4.410 -0.116 -1.246 1.412 0.162
H 4.419 -2.551 0.225 -1.653 0.688 -0.309
H 3.413 -1.758 -1.094 0.018 -0.331 1.360
H 1.739 -0.956 0.890 1.472 0.160 0.612
H 3.151 -1.490 2.067 -0.848 0.910 -1.498
H 3.698 1.000 1.741 -0.471 -0.825 -1.340
H 4.743 0.038 0.566 -1.568 0.591 0.582
H 3.573 0.722 -1.495 -0.412 0.424 1.722
H 1.981 0.818 -0.593 1.679 0.397 0.082
H 3.334 3.055 -1.554 -0.406 -0.519 1.698
H 2.124 3.077 -0.177 1.617 -0.218 0.002
H 4.843 4.151 -0.234 -0.651 -1.428 1.050
H 5.211 2.588 0.650 -1.389 0.780 -0.172
H 2.598 4.074 1.671 1.761 -0.195 0.075
H 4.057 5.179 1.655 -0.447 -1.825 0.138
H 4.304 4.412 3.832 0.037 -1.388 -1.108
H 5.322 3.078 3.099 -1.856 0.218 -0.117
H 4.806 1.192 4.498 -1.827 -0.038 0.111
H 2.527 -0.390 5.609 -0.037 1.598 -0.996
H 0.137 1.215 4.791 1.845 0.466 -0.319
H 1.244 3.490 3.386 1.078 -1.316 0.701
H -3.950 -1.502 -2.034 1.008 -0.739 1.084
H -4.140 -4.016 -0.553 0.764 0.606 -1.568
H -2.726 -4.220 -1.696 -1.428 1.065 -0.004
H -6.195 -5.128 -2.789 0.117 1.024 0.035
H -3.296 -3.226 1.267 -1.035 1.618 0.224
H -2.882 -1.640 2.082 -1.381 -0.658 -1.083
H -6.283 -2.864 -0.140 0.817 0.776 -0.329
H -6.113 -1.273 -1.790 0.917 -0.513 0.786
H -2.911 0.220 1.036 -0.715 0.630 -1.740
H -4.250 1.645 2.403 0.587 1.439 -0.803
H -2.687 2.467 1.903 -1.567 0.496 -0.296
H -4.239 3.482 2.385 0.880 -1.248 -0.976
C -10.297 4.551 -8.155 0.031 -0.256 -0.011
O -9.607 3.323 -8.009 0.028 0.106 0.265
C -8.242 3.513 -7.651 -0.366 -0.414 -0.143
C -7.690 2.265 -6.973 0.073 0.288 0.096
O -8.078 2.152 -5.601 -0.105 -0.078 -0.175
C -9.435 1.768 -5.368 0.168 -0.258 0.233
C -9.703 0.298 -5.674 -0.323 0.365 -0.481
O -9.879 0.108 -7.075 0.313 -0.085 0.087
C -9.685 -1.239 -7.459 -0.129 0.246 -0.039
H -9.843 5.158 -8.944 -0.019 0.132 0.029
H -11.331 4.330 -8.427 0.129 -0.071 -0.022
H -10.300 5.101 -7.208 0.052 0.121 -0.060
H -8.146 4.367 -6.967 0.067 -0.049 -0.032
H -7.681 3.714 -8.570 0.216 0.100 0.073
H -6.599 2.346 -6.958 -0.060 0.079 0.075
H -7.933 1.357 -7.528 -0.215 0.125 -0.059
H -10.128 2.427 -5.892 -0.005 -0.177 -0.196
H -9.597 1.922 -4.297 0.112 -0.054 -0.048
H -10.626 -0.021 -5.176 0.081 -0.021 0.215
H -8.865 -0.309 -5.310 0.023 0.012 0.057
H -8.667 -1.565 -7.223 0.005 -0.100 0.075
H -9.827 -1.309 -8.539 -0.050 0.085 0.115
H -10.410 -1.891 -6.961 0.049 -0.112 0.010
C 4.373 8.901 9.681 -0.095 -0.210 -0.150
O 4.325 7.904 8.677 0.190 -0.056 0.156
C 5.498 7.898 7.870 -0.489 -0.255 0.022
C 5.683 6.537 7.207 0.290 0.109 0.158
O 6.232 5.555 8.086 -0.320 0.104 -0.022
C 5.341 5.033 9.074 0.152 -0.308 -0.176
C 4.297 4.083 8.495 -0.293 0.544 0.178
O 3.230 4.820 7.906 0.160 -0.051 -0.219
C 2.487 4.039 6.989 0.050 0.226 0.200
H 4.457 9.896 9.234 0.071 0.087 0.087
H 3.449 8.847 10.259 0.031 -0.033 -0.136
H 5.214 8.719 10.359 0.049 0.138 -0.016
H 6.381 8.123 8.483 -0.005 -0.021 -0.097
H 5.378 8.670 7.102 0.225 0.052 -0.087
H 6.419 6.652 6.406 0.055 0.005 0.127
H 4.761 6.182 6.742 -0.137 0.124 0.192
H 4.886 5.833 9.658 -0.213 -0.015 -0.150
H 5.974 4.459 9.758 0.017 0.001 -0.142
H 3.873 3.467 9.298 0.166 -0.151 0.025
H 4.769 3.434 7.749 0.047 -0.025 0.019
H 3.126 3.698 6.168 -0.022 -0.180 0.010
H 1.695 4.663 6.571 0.064 0.002 0.131
H 2.035 3.178 7.492 -0.008 -0.114 -0.128
C 4.901 -9.364 -4.513 0.213 0.078 0.170
O 5.676 -8.459 -3.748 -0.294 0.059 0.079
C 5.360 -7.101 -4.039 0.397 -0.307 0.316
C 5.756 -6.199 -2.876 -0.250 0.064 -0.171
O 4.818 -6.229 -1.797 0.117 -0.177 -0.035
C 4.839 -7.407 -0.988 0.057 0.267 0.258
C 6.056 -7.483 -0.072 0.110 -0.470 -0.464
O 7.191 -7.948 -0.795 -0.036 0.319 0.010
C 8.406 -7.622 -0.148 -0.118 -0.154 -0.142
H 5.081 -9.218 -5.582 -0.115 -0.036 -0.070
H 5.193 -10.378 -4.238 0.071 0.129 -0.003
H 3.836 -9.239 -4.287 -0.044 0.015 -0.137
H 4.283 -6.995 -4.228 0.051 0.060 -0.008
H 5.920 -6.814 -4.937 -0.112 0.205 -0.084
H 5.749 -5.166 -3.236 -0.108 -0.054 0.023
H 6.769 -6.406 -2.525 -0.062 -0.239 -0.065
H 4.728 -8.306 -1.595 0.259 -0.027 0.001
H 3.948 -7.338 -0.356 0.072 0.101 -0.013
H 5.864 -8.196 0.740 -0.139 0.129 0.132
H 6.255 -6.493 0.353 -0.055 0.025 0.020
H 8.515 -6.536 -0.055 0.013 0.029 0.117
H 9.229 -7.998 -0.757 -0.148 -0.036 0.028
H 8.454 -8.087 0.842 0.071 0.070 0.066
```
Positions in Å, forces in eV/Å.

Output
LUMO level = -3.820 eV
HOMO level = -9.766 eV
M = 1240.516 g mol⁻¹
Frontier orbital gap = 5.946 eV
Spin multiplicity = 1
Net charge = +1